Computed, not measured: one molecule with the formula C5H8OS in a non-equilibrium geometry, with wB97M-V/def2-TZVPD.

## Properties
gap between HOMO and LUMO: 8.03 eV
electronic energy: -18195.6010 eV
energy above the lowest of the compared OMol25 structures with the same formula, charge and spin: 164.2 kJ/mol
structure (SMILES): C=C(C=S)OCC
E_HOMO: -8.758 eV

```
15
C5H8OS | the OMol25 dataset | wB97M-V/def2-TZVPD
S -0.775 2.058 0.299
O -0.020 -1.033 -0.270
C 1.459 -0.313 -1.918
C 0.653 -0.051 -0.871
C -0.872 -2.433 1.463
C 0.084 -1.212 1.137
C 0.416 1.356 -0.546
H 1.603 -1.352 -2.264
H -0.928 -2.651 2.559
H -0.522 -3.292 0.930
H 1.147 -1.422 1.397
H -1.867 -2.205 1.081
H 1.120 2.038 -1.049
H -0.316 -0.362 1.631
H 1.880 0.500 -2.503
```

=====

Computed, not measured: C24H60N8O3P2Si2V as an isolated structure in a non-equilibrium geometry, with wB97M-V/def2-TZVPD.

## Properties
gap between HOMO and LUMO (spin up / spin down): 6.48 / 5.93 eV
electronic energy: -103949.3461 eV
expectation value of S²: 3.7796
2S+1: 4
energy above the lowest of the compared OMol25 structures with the same formula, charge and spin: 96.0 kJ/mol
E_HOMO (spin up / spin down): -6.296 / -5.746 eV

```
100
C24H60N8O3P2Si2V | the OMol25 dataset | wB97M-V/def2-TZVPD
V -1.177 0.507 -0.938
P 2.658 -1.624 0.412
P 1.485 -1.329 3.039
Si -0.552 2.757 -0.069
Si -3.260 1.659 -1.674
O 0.585 -0.262 2.577
O 1.274 -1.682 -0.092
O 2.732 -1.627 2.031
N 0.812 -2.829 3.239
N -2.167 0.052 1.231
N 2.229 -0.955 4.453
N -1.733 -1.828 -1.650
N 3.610 -2.901 0.018
N 3.452 -0.271 -0.077
N -0.208 0.354 -3.007
N -3.231 -0.656 1.865
C -2.644 6.289 -1.028
C -1.404 -2.979 -0.814
C 1.299 -3.991 2.500
C -1.841 4.001 -0.768
C -0.320 1.653 -3.691
C -1.028 -0.641 -3.710
C -4.834 1.327 -0.641
C 4.494 -3.626 0.913
C -1.092 -1.959 -2.965
C 1.205 -0.040 -2.967
C -3.926 4.467 -1.911
C -3.764 5.828 -1.712
C -4.024 1.573 -3.446
C 1.118 3.642 -0.401
C 3.107 -1.928 5.084
C -2.983 3.535 -1.450
C -0.725 3.054 1.822
C -0.645 -2.822 3.385
C 2.627 0.436 4.663
C 3.343 -3.561 -1.256
C -3.195 -1.759 -1.785
C 4.886 -0.166 0.164
C 2.752 1.003 0.133
C -1.702 5.383 -0.565
H -4.127 0.554 -3.836
H -3.108 -1.646 1.699
H -1.776 3.032 2.134
H 1.792 0.803 -2.606
H 5.388 -1.095 -0.098
H -1.365 1.946 -3.752
H 2.378 -4.079 2.591
H 0.852 -4.885 2.937
H -1.902 -2.872 0.152
H -0.954 -3.759 3.850
H 4.125 -1.881 4.677
H 5.287 0.630 -0.464
H 3.652 0.616 4.318
H 2.684 -4.426 -1.131
H 5.475 -3.752 0.446
H -0.182 2.303 2.407
H -0.331 -3.021 -0.645
H -2.444 1.028 1.173
H 1.875 3.324 0.323
H -5.592 2.083 -0.874
H -4.810 4.119 -2.438
H -0.841 5.766 -0.026
H 4.098 -4.622 1.138
H -4.505 6.528 -2.081
H -0.335 4.042 2.089
H 3.139 1.741 -0.570
H 1.564 -0.313 -3.969
H -0.085 -2.351 -2.806
H -1.624 -2.692 -3.589
H 1.357 -0.871 -2.280
H -1.140 -2.723 2.416
H 2.713 -2.933 4.948
H -5.262 0.344 -0.868
H -5.033 1.997 -3.427
H 2.900 1.379 1.151
H 1.033 -3.955 1.437
H 1.514 3.452 -1.405
H 2.876 -2.873 -1.957
H -1.751 -3.914 -1.277
H 5.110 0.081 1.209
H -1.291 0.029 1.759
H 3.159 -1.726 6.155
H -3.449 2.147 -4.178
H -3.210 -0.496 2.866
H -2.508 7.351 -0.857
H 0.213 2.411 -3.120
H 1.007 4.724 -0.294
H 1.950 1.100 4.132
H 4.284 -3.901 -1.692
H -0.635 -0.814 -4.722
H 0.101 1.595 -4.704
H -3.487 -0.958 -2.455
H 2.578 0.666 5.728
H -0.963 -2.000 4.023
H -3.641 -1.550 -0.813
H 1.682 0.894 -0.035
H -4.656 1.355 0.438
H -3.591 -2.710 -2.170
H 4.628 -3.087 1.847
H -2.028 -0.221 -3.812
```

=====

Computed, not measured: one molecule with the formula C3H7N3S2 in a non-equilibrium geometry, with wB97M-V/def2-TZVPD.

## Properties
gap between HOMO and LUMO (spin up / spin down): 5.43 / 5.43 eV
electronic energy: -29360.7811 eV
energy above the lowest of the compared OMol25 structures with the same formula, charge and spin: 467.6 kJ/mol
E_HOMO (spin up / spin down): -7.436 / -7.437 eV

```
15
C3H7N3S2 | the OMol25 dataset | wB97M-V/def2-TZVPD
S -3.320 0.211 0.353
S 2.518 -1.005 0.526
N -1.149 -0.739 -0.653
N 0.701 0.862 -0.373
N -2.105 -0.962 0.130
C 0.040 -1.436 -0.357
C 1.087 -0.333 -0.055
C 1.579 1.902 0.108
H -0.798 0.237 -0.768
H -4.068 -0.747 1.017
H 2.268 2.177 -0.670
H 0.862 2.641 0.347
H 0.267 -1.998 -1.176
H 0.087 -2.173 0.568
H 2.030 1.363 1.003
```

=====

Computed, not measured: C48H58BCaClF3I3KNO11S2 as an isolated structure in a non-equilibrium geometry, with wB97M-V/def2-TZVPD.

## Properties
gap between HOMO and LUMO: 2.88 eV
electronic energy: -176811.0097 eV
E_HOMO: -7.205 eV

```
130
C48H58BCaClF3I3KNO11S2 | the OMol25 dataset | wB97M-V/def2-TZVPD
I -3.246 0.576 3.049
I -2.579 0.846 -1.350
I -2.737 2.705 -4.430
Ca 2.682 0.562 -3.755
K -2.086 0.922 -5.996
Cl 3.007 -4.517 1.322
S 2.448 -0.221 -0.628
S 0.400 -2.148 0.293
F -1.135 6.737 -1.046
F -3.673 -1.197 8.922
F -5.363 -1.177 7.394
O -5.017 0.744 8.737
O 0.725 4.949 1.885
O -2.925 2.287 6.441
O -3.343 -9.147 -4.873
O 2.187 1.823 -7.128
O 0.640 3.256 -6.785
O -3.128 -10.272 -2.998
O -4.837 2.973 8.565
O -0.545 -3.696 -5.451
O -3.667 4.322 0.543
O -3.470 0.198 7.018
N 1.794 -2.430 -1.983
C 1.752 3.120 -7.177
C 1.080 2.033 -1.148
C -2.069 3.621 -2.579
C 2.258 -5.987 -1.205
C -0.035 -1.063 -2.930
C 3.849 1.898 7.138
C 1.894 -1.567 -4.214
C 1.201 -1.705 -3.046
C 1.047 1.133 4.308
C 2.457 -4.618 -1.301
C 1.506 -1.695 -0.791
C -0.699 4.236 5.047
C 3.441 1.313 -7.526
C -1.032 3.520 2.631
C 0.889 3.447 -0.634
C 0.192 -0.153 -5.200
C -2.304 3.345 2.261
C 2.668 4.250 -7.560
C -1.109 -9.444 -4.144
C 2.885 2.865 7.377
C -2.608 -9.628 -4.057
C -3.545 1.499 7.118
C -4.541 1.859 8.225
C 0.179 -5.766 -2.336
C -1.660 5.077 -2.616
C -3.315 2.748 3.190
C 3.234 4.047 8.014
C -1.774 -10.193 -0.975
C 5.163 2.105 7.531
C -1.587 3.439 -0.157
C -2.658 3.763 0.861
C -2.351 -11.049 -2.083
C -4.740 3.299 3.068
C 1.296 1.019 0.007
C 0.995 2.637 3.911
C -0.126 4.147 1.620
C -0.331 3.648 0.211
C -0.463 3.137 3.970
C 1.398 -0.819 -5.267
C 0.354 -4.408 -2.424
C 4.547 4.255 8.416
C -0.546 -0.311 -3.942
C 5.512 3.285 8.174
C 1.500 -3.840 -1.919
C -2.013 2.913 -1.462
C -5.614 2.625 1.979
C 1.119 -6.564 -1.713
C 4.301 1.363 -6.284
B -4.392 -0.417 8.031
H -1.056 2.288 4.309
H -0.404 -3.798 -2.886
H 6.535 3.450 8.486
H 1.863 2.694 7.062
H -6.248 3.355 1.482
H -0.836 -8.510 -3.655
H 3.575 0.975 6.643
H -2.442 5.641 -2.121
H 0.074 -3.031 -5.135
H 5.280 0.912 -6.439
H -1.238 -10.810 -0.254
H -0.695 -6.250 -2.747
H 1.696 1.508 0.892
H -1.547 5.377 -3.654
H 0.865 4.193 -1.431
H -0.833 -9.387 -5.194
H 4.449 2.384 -5.927
H -4.955 2.224 1.215
H 3.296 0.273 -7.815
H 1.634 3.175 4.608
H 2.017 2.040 -1.719
H -0.592 -1.162 -2.008
H -0.158 0.437 -6.058
H 5.914 1.349 7.338
H -1.593 3.970 5.606
H 1.751 3.716 -0.021
H 3.357 -4.202 -0.884
H 3.164 4.627 -6.665
H 3.768 0.805 -5.497
H -0.741 5.175 -2.052
H 2.063 5.045 -7.987
H 0.114 4.195 5.770
H -3.039 -11.777 -1.659
H 3.005 -6.599 -0.726
H 0.468 0.519 3.621
H -1.521 0.221 -3.818
H 2.091 0.834 4.153
H -5.241 3.307 4.032
H -4.662 4.342 2.759
H 3.411 3.982 -8.308
H 0.016 -4.355 -5.874
H 2.484 4.805 8.198
H -1.085 -9.442 -1.364
H 0.950 -7.629 -1.656
H -6.200 1.849 2.463
H 3.859 1.814 -8.397
H -1.582 -11.617 -2.609
H -2.570 -9.659 -0.456
H 0.825 0.953 5.356
H 1.968 -0.726 -6.187
H -0.833 5.223 4.615
H 1.460 2.686 2.925
H -3.002 2.948 4.208
H -0.535 -10.263 -3.715
H 2.852 -2.063 -4.321
H 0.304 1.722 -1.846
H 0.339 0.581 0.284
H 4.819 5.175 8.918
```

=====

Computed, not measured: one molecule with the formula C8H9NOS in a non-equilibrium geometry, with wB97M-V/def2-TZVPD.

## Properties
gap between HOMO and LUMO (spin up / spin down): 6.99 / 6.79 eV
electronic energy: -22810.7635 eV
energy above the lowest of the compared OMol25 structures with the same formula, charge and spin: 432.5 kJ/mol
E_HOMO (spin up / spin down): -7.755 / -7.299 eV

```
20
C8H9NOS | the OMol25 dataset | wB97M-V/def2-TZVPD
S -2.649 0.956 0.377
O 2.753 1.823 1.027
N -2.208 2.360 -0.293
C 0.026 -0.055 -0.053
C 0.808 -1.282 -0.344
C 0.716 1.126 0.038
C -1.911 -1.484 0.423
C 2.171 1.333 -0.175
C -1.186 -2.610 0.123
C 0.212 -2.452 -0.182
C -1.385 -0.173 0.282
H -2.966 2.928 -0.323
H 2.505 2.795 1.276
H -1.638 -3.575 0.197
H 0.182 1.998 0.239
H 2.341 2.046 -1.145
H 0.720 -3.294 -0.684
H -3.025 -1.556 0.444
H 2.689 0.337 -0.409
H 1.844 -1.222 -0.820
```

=====

Question: What is the electronic energy in the first record?
Answer: -18195.6010 eV

=====

Question: Which of these has the lowest electronic energy?
Answer: C48H58BCaClF3I3KNO11S2

=====

Question: Which of these has the highest electronic energy?
Answer: C5H8OS

=====

Question: The lowest electronic energy belongs to which entry?
Answer: C48H58BCaClF3I3KNO11S2